12
Properties=species:S:1:pos:R:3:forces:R:3:nbo_charge:R:1 method="wB97M-V/def2-TZVPD" homo_energy_ev=-10.07 spin_multiplicity=1 homo_lumo_gap_ev=8.9
S 1.123 -1.484 -0.585 0.45 -0.42 -0.35 0.7735
N 0.460 3.484 -1.206 0.18 4.22 -0.31 -0.0837
N -0.819 -0.807 0.715 -0.49 1.69 -0.11 -0.1317
N 0.175 3.642 0.085 0.20 1.62 0.05 -0.0939
N 0.074 2.480 0.678 -0.52 -1.99 -0.08 -0.3404
N 0.142 -0.327 0.031 -0.09 1.96 -0.37 -0.3479
N 0.564 2.273 -1.569 -0.37 -3.92 -0.16 -0.3432
C -0.852 -2.137 0.765 1.01 0.64 -0.43 -0.0754
C 0.206 1.769 -0.408 0.39 -2.18 1.17 0.5797
C 0.202 -2.709 0.084 -1.10 1.85 0.67 -0.4384
H -1.670 -2.471 1.343 -0.39 -1.19 0.31 0.2453
H 0.396 -3.712 0.067 0.73 -2.29 -0.40 0.2561



24
Properties=species:S:1:pos:R:3:forces:R:3:nbo_charge:R:1 method="wB97M-V/def2-TZVPD" homo_energy_ev=-13.59 spin_multiplicity=1 total_charge=+1 homo_lumo_gap_ev=8.3
S -3.471 -1.311 -0.015 1.12 1.53 0.77 0.6006
O -0.341 2.625 0.063 -1.71 -0.62 -0.56 -0.3631
O 0.005 -2.012 -0.105 -0.83 1.09 0.28 -0.4332
N 0.297 0.200 0.041 -2.86 -1.00 -0.56 -0.4625
C -4.321 0.224 0.159 2.42 -1.22 -1.31 -0.3122
C -0.530 -0.811 0.005 0.91 0.39 -0.95 0.6069
C -0.937 1.634 -0.076 3.58 1.51 0.88 0.8399
C -1.990 -0.446 -0.070 0.77 0.32 -0.13 -0.2006
C 2.355 0.180 -1.428 0.21 -2.09 3.41 -0.6076
C -3.553 1.315 -0.083 1.16 -1.66 0.83 -0.1730
C 2.332 0.201 1.345 4.04 1.34 -5.01 -0.5901
C 1.477 -1.799 0.098 -1.38 0.14 -2.80 -0.0838
C 1.746 -0.256 -0.070 -1.97 -0.21 2.74 0.1353
C -2.166 0.948 -0.133 -0.88 -2.41 -0.11 -0.2614
H 1.809 0.910 -1.880 -1.49 2.17 -1.14 0.2301
H 2.341 -0.702 -2.000 0.39 -0.84 -1.18 0.2213
H 3.328 -0.384 1.468 -1.45 1.58 0.12 0.2305
H 2.375 1.334 1.298 0.79 -1.31 0.20 0.2327
H 1.570 -2.288 1.013 1.10 -0.19 1.76 0.2181
H -3.894 2.284 -0.129 -0.77 1.97 0.02 0.2577
H 3.322 0.503 -1.174 1.49 0.45 -0.35 0.2381
H 1.693 0.006 2.083 -2.61 -1.33 2.83 0.2083
H 1.866 -2.401 -0.715 0.62 -0.04 0.10 0.2188
H -5.314 0.044 0.307 -2.62 0.42 0.19 0.2494



14
Properties=species:S:1:pos:R:3:forces:R:3:nbo_charge:R:1 method="wB97M-V/def2-TZVPD" homo_energy_ev="-6.30 / -6.30" spin_multiplicity=1 homo_lumo_gap_ev="7.0 / 7.0"
O -1.562 0.802 -0.448 0.26 0.77 2.06 -0.4990
N 1.828 -0.321 -0.127 1.08 -0.19 0.07 -0.7819
C -1.100 -1.590 0.037 0.11 -0.20 -0.47 -0.6407
C 0.536 1.782 -0.361 -1.60 1.24 1.94 -0.4963
C -0.744 1.666 0.233 0.72 2.77 -2.59 0.3752
C -0.608 -0.206 -0.136 2.48 -1.95 -0.85 -0.0006
C 0.676 0.349 -0.286 -2.45 -2.97 -0.17 0.2089
H 1.301 2.418 0.066 -0.12 0.04 0.11 0.2056
H -2.086 -1.604 0.511 0.12 0.09 0.00 0.2278
H 2.713 0.150 -0.228 -0.27 -0.06 0.00 0.3961
H 1.853 -1.329 -0.101 -0.15 0.28 0.00 0.3984
H -0.424 -2.168 0.673 -0.01 0.02 -0.04 0.2109
H -1.191 2.161 1.091 -0.05 0.37 -0.12 0.1967
H -1.191 -2.110 -0.925 -0.11 -0.21 0.05 0.1990



90
Properties=species:S:1:pos:R:3:forces:R:3:lowdin_spin:R:1 method="wB97M-V/def2-TZVPD" homo_energy_ev="-4.10 / -5.23" spin_multiplicity=2 total_charge=-1 s_squared=0.76 homo_lumo_gap_ev="6.2 / 6.8"
Ti -0.295 -0.185 0.154 0.58 -0.37 -0.48 0.0040
S 1.932 -1.206 -1.213 -0.07 0.26 0.09 0.2093
S -2.217 1.765 -1.646 0.06 -0.18 -0.07 0.0002
S 0.760 1.759 -1.226 0.05 -0.13 0.07 0.0019
S -0.405 -2.752 0.470 -0.01 0.23 0.08 0.1593
O -4.645 -1.184 1.218 0.11 -0.21 -0.12 0.0000
O 1.114 -0.406 1.470 0.90 0.47 0.52 0.0084
O -1.992 -0.295 0.931 -1.06 0.05 0.32 0.0019
O -0.918 -0.602 -1.548 -0.88 -0.50 -0.87 0.0077
N 1.819 4.259 -3.749 -0.03 0.00 -0.01 0.0012
N -2.510 4.130 -4.450 0.01 0.03 0.02 0.0013
N 2.550 -3.603 -2.155 -0.16 -0.10 0.20 0.0588
N -3.191 -0.849 -1.846 0.06 -0.01 -0.01 0.0003
N 0.585 -4.932 -0.645 -0.03 -0.10 -0.05 0.0954
N -0.291 1.511 1.477 0.38 0.22 -0.02 0.0003
N 0.992 1.825 1.932 -0.46 0.12 -0.10 0.0001
C -1.270 -6.888 -2.866 0.02 -0.03 -0.07 0.0016
C -1.180 -5.669 -2.209 0.00 0.12 0.00 0.0056
C 6.393 -5.184 0.730 -0.06 0.04 0.00 0.0005
C -3.923 -2.268 1.822 -0.13 0.17 0.06 0.0008
C -1.645 -6.949 -4.206 0.02 0.03 0.06 0.0003
C -0.598 2.329 -2.080 0.01 0.05 0.08 0.0006
C 1.716 -2.871 -1.311 -0.19 -0.41 0.09 0.1545
C -4.253 0.087 1.529 -0.31 0.12 -0.03 0.0001
C 3.776 -0.516 2.216 0.11 -0.07 -0.01 0.0021
C -2.633 1.858 1.730 0.33 0.37 0.15 0.0001
C 5.120 -0.566 2.565 -0.08 0.05 -0.01 0.0003
C -0.482 3.266 -3.084 -0.02 0.37 -0.33 0.0030
C 3.740 1.846 2.681 0.07 0.03 0.05 0.0000
C -1.479 -4.495 -2.908 -0.02 -0.01 0.01 0.0022
C -3.640 2.738 2.126 -0.14 0.04 0.00 0.0000
C -1.850 -4.554 -4.242 0.01 -0.07 0.02 0.0003
C 1.696 -5.673 -1.220 -0.14 -0.08 0.14 0.0071
C 4.539 -3.762 0.141 -0.02 -0.01 0.06 0.0007
C -4.951 2.313 2.184 0.06 -0.05 -0.01 0.0001
C 5.772 0.589 2.976 -0.04 0.00 -0.01 0.0000
C 1.660 0.719 1.868 0.08 -0.48 0.12 0.0013
C 5.887 -4.744 -1.580 0.05 -0.03 0.03 0.0008
C 2.199 -4.979 -2.459 0.11 0.13 -0.14 0.0058
C -1.624 3.744 -3.823 0.45 -0.20 0.21 0.0004
C 0.800 3.812 -3.449 -0.44 -0.15 0.09 0.0004
C -0.723 -5.576 -0.770 0.01 0.07 0.02 0.0144
C 4.819 -3.936 -1.215 -0.04 -0.02 0.01 0.0046
C -5.243 0.981 1.898 0.00 0.00 0.03 0.0000
C 5.079 1.795 3.033 -0.03 -0.05 -0.03 0.0003
C 0.685 -3.549 -0.580 0.29 0.04 -0.27 0.2184
C -1.244 2.270 1.844 -0.41 -0.07 0.11 0.0000
C 5.319 -4.381 1.106 0.04 -0.02 -0.06 0.0003
C 3.085 0.687 2.276 -0.07 0.01 -0.02 0.0009
C -2.932 0.535 1.383 0.59 -0.41 -0.09 0.0000
C -2.004 -0.159 -2.212 0.35 0.52 0.34 0.0007
C -1.931 -5.781 -4.896 0.01 0.04 0.05 0.0015
C 3.957 -3.259 -2.259 0.02 0.11 -0.14 0.0095
C 6.676 -5.365 -0.615 -0.06 0.04 -0.02 0.0004
C -1.788 -0.110 -3.710 -0.03 -0.07 -0.14 0.0001
H -3.372 3.757 2.383 -0.02 -0.03 0.00 0.0000
H 3.698 -3.141 0.436 0.07 -0.02 -0.03 0.0015
H 5.590 2.699 3.343 -0.01 -0.02 -0.01 0.0000
H -3.228 -1.025 -0.850 -0.01 0.07 0.03 0.0005
H -1.441 -5.000 -0.193 0.01 0.05 0.07 0.0010
H 1.346 -6.677 -1.464 0.02 0.01 0.02 -0.0004
H -2.991 -2.472 1.306 0.09 0.01 -0.06 0.0010
H -0.760 0.184 -3.918 -0.03 0.04 0.03 0.0001
H 4.309 -3.533 -3.257 0.01 -0.01 0.00 0.0006
H 1.427 -5.010 -3.235 -0.01 0.03 0.00 0.0005
H -5.742 2.994 2.469 0.02 -0.02 -0.01 0.0000
H 3.246 -1.397 1.875 0.01 0.03 0.02 0.0014
H -0.997 3.189 2.370 -0.04 0.00 0.06 0.0000
H 5.658 -1.505 2.502 0.00 0.02 0.00 0.0000
H 7.506 -5.992 -0.918 -0.01 0.00 0.00 0.0000
H 3.086 -5.485 -2.845 0.00 0.01 0.00 -0.0003
H -4.578 -3.134 1.758 -0.02 0.01 -0.01 0.0000
H -1.042 -7.801 -2.325 -0.01 0.01 -0.02 0.0001
H 4.041 -2.178 -2.171 0.00 0.02 -0.01 0.0009
H -2.078 -3.639 -4.774 -0.01 0.00 0.00 0.0000
H 2.505 -5.763 -0.488 0.00 0.04 0.01 0.0011
H -0.659 -6.570 -0.325 0.00 -0.04 -0.02 0.0003
H 5.090 -4.234 2.154 0.01 -0.02 -0.01 0.0000
H -2.220 -5.822 -5.939 0.01 0.00 0.02 0.0001
H 6.108 -4.886 -2.633 0.00 0.00 0.02 0.0001
H -3.718 -2.045 2.871 0.02 0.00 0.01 0.0001
H 7.002 -5.667 1.484 0.00 0.01 0.00 0.0000
H -2.466 0.592 -4.194 -0.04 -0.06 0.01 0.0000
H -1.424 -3.536 -2.399 -0.01 -0.03 -0.03 0.0018
H -4.032 -0.377 -2.153 -0.01 -0.03 -0.05 0.0000
H -1.710 -7.907 -4.708 0.00 0.01 0.01 0.0000
H -1.962 -1.113 -4.106 0.09 -0.01 -0.01 0.0000
H 3.190 2.778 2.705 0.01 -0.02 0.00 0.0000
H 6.821 0.555 3.242 -0.02 0.00 0.00 0.0000
H -6.257 0.602 1.956 0.02 0.03 0.00 0.0000



83
Properties=species:S:1:pos:R:3:forces:R:3:lowdin_charge:R:1 method="wB97M-V/def2-TZVPD" homo_energy_ev=-8.79 spin_multiplicity=1 homo_lumo_gap_ev=9.2 smiles="CCOCCO[C@H](CCOC=O)OC[C@@](O[C@@](O)(S)C(F)(F)F)([PH2]=S)P(=N)(O)O.CCOS(C)(=O)=O.CCOS(C)(=O)=O"
S -1.975 0.706 -0.663 0.09 0.51 0.29 0.9485
S -5.610 2.245 -0.681 0.17 0.18 -0.08 0.1641
S 0.125 -4.121 0.511 -0.04 -0.34 0.01 0.5560
S 1.293 -3.207 5.754 -0.10 0.02 0.16 0.5652
P -3.875 3.968 -3.921 0.13 0.40 -0.13 0.4444
P -4.136 3.483 -0.950 -0.58 -0.95 0.12 0.4128
F -2.389 -1.605 -3.109 0.12 0.06 0.12 0.1368
F -4.036 -0.418 -3.834 0.04 0.02 -0.08 0.1795
F -3.985 -1.064 -1.780 -0.13 0.13 0.10 0.1328
O -1.275 0.713 -3.238 -0.13 0.10 -0.05 0.0134
O 2.955 1.059 -0.186 -0.05 0.17 -0.02 -0.1559
O 1.099 -3.910 -0.517 0.08 0.13 -0.04 -0.2801
O 2.353 -2.263 5.586 0.06 0.04 -0.07 -0.2681
O -0.958 -5.167 0.013 0.11 -0.07 -0.03 -0.2601
O -2.929 3.516 -5.115 0.23 -0.15 -0.04 -0.1036
O 1.312 -3.784 7.229 -0.01 0.13 0.04 -0.2621
O -3.244 1.720 -2.846 -0.06 0.03 0.18 -0.1549
O 0.324 3.300 0.452 -0.07 0.31 -0.05 -0.0633
O -0.560 -2.990 1.061 -0.10 0.38 0.01 -0.2916
O -5.182 3.130 -4.222 -0.28 0.02 -0.14 -0.1222
O 4.018 2.833 -3.578 -0.05 0.69 0.13 0.1152
O -1.207 3.689 -1.070 -0.11 -0.23 -0.13 -0.1411
O 3.027 4.494 -2.428 -0.21 -0.27 0.20 -0.0510
O 1.187 -4.303 4.837 0.05 -0.09 -0.13 -0.2844
N -4.055 5.497 -3.833 -0.02 -0.59 0.23 -0.1354
C 1.628 4.733 -2.685 0.04 0.11 0.01 -0.1623
C 0.923 4.855 -1.344 -0.03 0.12 -0.06 -0.0557
C -1.982 -4.696 -0.898 -0.26 0.12 -0.18 -0.2384
C -0.240 -2.356 5.853 -0.04 0.01 -0.02 -0.1145
C -3.240 -0.615 -2.787 -0.09 -0.06 -0.20 -0.5954
C 4.325 -0.912 -0.471 0.03 0.17 -0.18 -0.0613
C 3.689 3.981 -3.493 0.06 -0.72 -0.22 -0.3399
C -3.086 3.091 -2.482 -0.09 0.42 0.06 -0.5729
C 3.091 -0.146 -0.928 0.13 -0.03 0.00 -0.2589
C 1.689 1.263 0.413 0.42 -0.06 -0.05 -0.1853
C -2.430 0.685 -2.440 0.32 -0.43 0.05 -0.7207
C 0.821 -5.083 1.799 0.03 -0.06 0.01 -0.1249
C 0.183 3.584 -0.907 0.26 -0.22 0.14 -0.3981
C -1.476 -4.478 -2.308 0.16 -0.04 0.06 -0.0754
C 2.286 -4.811 7.540 0.20 -0.29 0.07 -0.2444
C -1.657 3.641 -2.411 0.11 0.34 0.24 -0.2025
C 1.582 2.739 0.792 0.09 -0.23 0.15 -0.1425
C 3.694 -4.274 7.680 -0.06 0.14 -0.09 -0.0710
H -1.000 3.042 -3.039 -0.01 -0.19 -0.02 0.1219
H 2.418 3.264 0.325 -0.01 0.09 -0.14 0.1242
H 4.488 -0.727 0.588 -0.02 -0.14 0.12 0.0767
H 1.604 0.639 1.307 -0.15 -0.14 0.02 0.1310
H 2.223 -5.595 6.784 -0.03 0.06 -0.06 0.1131
H 3.885 4.725 -4.275 0.08 0.08 -0.14 0.1463
H -2.733 -5.482 -0.876 0.03 -0.05 0.06 0.1226
H -2.818 2.556 -5.166 -0.09 -0.02 -0.09 0.0926
H 1.935 -5.226 8.481 -0.08 0.05 0.01 0.1215
H -4.569 4.787 -1.193 0.30 0.27 -0.05 -0.0246
H 4.076 -3.893 6.735 -0.01 -0.02 -0.02 0.0716
H 4.220 -1.979 -0.652 -0.05 -0.08 0.03 0.0698
H -0.364 -1.834 4.907 0.01 -0.01 -0.02 0.0788
H 0.215 5.682 -1.367 -0.10 0.02 0.05 0.1303
H 0.553 2.737 -1.509 -0.04 -0.09 -0.02 0.1517
H -5.977 3.608 -3.957 -0.07 -0.07 0.06 0.0931
H 1.178 -6.021 1.383 0.00 0.01 -0.05 0.0795
H -2.433 -3.793 -0.484 0.07 0.02 0.04 0.1097
H -1.868 -0.609 -0.437 -0.16 -0.18 -0.27 -0.0959
H -1.037 -3.079 5.999 0.00 -0.02 0.01 0.0768
H -2.315 -4.230 -2.958 -0.02 -0.03 0.03 0.0775
H 1.681 2.860 1.868 -0.08 0.09 0.02 0.1307
H 1.648 -4.510 2.209 -0.01 0.03 0.03 0.0721
H -0.989 -5.377 -2.684 -0.03 -0.03 -0.01 0.0865
H 0.887 0.986 -0.275 -0.10 0.05 0.00 0.0767
H 1.237 3.890 -3.260 -0.06 -0.05 -0.03 0.1217
H -0.190 -1.647 6.674 0.01 0.01 0.01 0.0772
H -3.248 3.599 0.117 0.15 0.12 -0.02 -0.0109
H 3.198 0.132 -1.979 -0.11 -0.05 -0.10 0.1137
H 1.505 5.633 -3.290 0.10 0.09 0.00 0.1294
H 0.070 -5.249 2.565 0.00 0.02 0.02 0.0692
H -0.579 0.242 -2.764 0.08 -0.04 -0.07 0.0985
H 3.724 -3.461 8.405 0.01 -0.02 0.04 0.0857
H -0.754 -3.664 -2.356 -0.02 0.01 0.01 0.0639
H 4.352 -5.074 8.019 -0.03 -0.03 0.03 0.0824
H 2.198 -0.765 -0.824 -0.09 -0.03 0.10 0.1068
H -3.728 5.922 -2.977 0.00 0.25 -0.10 -0.0233
H -1.654 4.657 -2.824 -0.03 0.01 -0.04 0.1222
H 5.206 -0.571 -1.012 0.08 0.06 0.07 0.0710
H 1.678 5.106 -0.603 0.02 0.03 0.08 0.1276



11
Properties=species:S:1:pos:R:3:forces:R:3:nbo_charge:R:1 method="wB97M-V/def2-TZVPD" homo_energy_ev="-8.32 / -8.03" spin_multiplicity=1 homo_lumo_gap_ev="7.9 / 7.5"
O -1.468 1.125 -0.219 3.64 -0.97 -1.66 -0.3986
N 1.933 0.109 0.198 1.13 0.81 -1.39 -0.6732
C -0.135 1.309 0.408 -0.60 5.03 2.96 -0.1501
C -0.462 0.166 -0.473 -1.62 -3.91 -1.38 0.2814
C -0.826 -1.191 0.045 0.03 -0.69 -0.24 -0.6615
C 0.936 0.655 -0.398 -3.12 -0.60 0.24 0.2401
H -1.732 -1.547 -0.458 0.07 0.20 0.03 0.2377
H 2.741 0.102 -0.435 -0.04 -0.52 0.31 0.3665
H -1.023 -1.174 1.122 0.06 0.23 -0.11 0.2404
H 0.068 2.366 0.362 0.48 0.18 1.18 0.2866
H -0.033 -1.919 -0.152 -0.03 0.23 0.04 0.2307



Summary of ΔE to the lowest compared entry with this formula, charge and spin in kJ/mol
109.3 69.4 454.6 141.8 8.2 794.9
(order as listed above)